No. 1
The following is a quantum chemistry calculation of 2 unconnected molecules or ions with the total composition C4H12, from the OMol25 dataset.

ORCA input file:
```
! RIJCOSX wB97M-V def2-TZVPD def2/J DEFGRID3
* xyz 0 1
C -2.908 0.324 0.727
C -1.740 1.114 1.269
H -3.622 0.895 0.134
H -2.575 -0.435 0.014
H -3.514 -0.212 1.452
H -1.980 1.446 2.284
H -1.587 2.017 0.680
H -0.805 0.565 1.348
C 2.707 -0.374 -1.528
C 1.922 -1.050 -0.431
H 2.376 0.626 -1.823
H 3.751 -0.210 -1.244
H 2.717 -0.948 -2.456
H 2.171 -2.110 -0.427
H 0.855 -0.900 -0.572
H 2.230 -0.748 0.570
*
```

Calculated values
HOMO level (eV): -11.70
Calculated total energy (eV): -4342.29917
Relative energy (zero: lowest compared OMol25 entry of this formula, charge and spin) (kcal per mole): 5.28

Here are the Löwdin charges for atoms 1 to 2, given in e: atom 1 (C): -0.18, atom 2 (C): -0.17

---

No. 2
The following is a quantum chemistry calculation of a molecular structure, C19H37AsBrGeIN2O3S4Si3Tc, from the OMol25 dataset.

ORCA input file:
```
! RIJCOSX wB97M-V def2-TZVPD def2/J DEFGRID3
* xyz 2 2
Tc -2.201 -1.058 0.726
N -1.053 -0.869 2.615
C 0.140 0.068 2.612
C 1.326 -0.486 1.895
C 1.457 -0.455 0.361
O 2.013 -1.509 -0.062
O 1.143 0.457 -0.435
H -1.703 -0.505 3.333
H -0.783 -1.810 2.910
H 0.438 0.339 3.644
H -0.290 0.915 2.047
H 1.481 -1.529 2.137
H 2.147 0.076 2.288
S -5.997 1.719 -0.568
As -5.152 1.251 1.155
S -2.076 1.123 0.206
S -4.399 -0.945 1.028
S -4.854 1.608 3.082
C -1.500 0.002 -3.728
Si -0.975 1.705 -3.424
C 0.386 2.113 -4.544
C -2.411 2.833 -3.367
Ge -0.342 1.808 -1.149
Si 3.111 -1.705 -1.468
C 4.483 -0.542 -1.081
C 2.422 -1.299 -3.125
C 3.573 -3.514 -1.272
Si 0.289 3.894 -0.076
C 1.889 4.203 -0.908
C 0.257 3.807 1.761
C -0.966 5.053 -0.593
H -1.949 0.028 -4.729
H -2.227 -0.354 -3.045
H -0.637 -0.698 -3.774
H 0.088 2.975 -5.153
H 0.528 1.221 -5.152
H 1.222 2.405 -3.971
H -2.894 2.780 -4.440
H -2.160 3.885 -3.144
H -3.172 2.471 -2.666
H 4.175 0.459 -1.308
H 5.334 -0.868 -1.685
H 4.820 -0.642 -0.061
H 2.917 -0.418 -3.533
H 1.369 -1.038 -2.989
H 2.540 -2.131 -3.828
H 2.622 -4.008 -1.094
H 4.215 -3.644 -0.400
H 3.985 -3.906 -2.213
H 2.657 3.460 -0.868
H 2.331 5.180 -0.660
H 1.519 4.369 -1.974
H 0.871 2.979 2.137
H -0.746 3.818 2.166
H 0.768 4.753 2.103
H -0.852 5.418 -1.615
H -0.941 5.878 0.143
H -1.951 4.619 -0.396
Br 0.465 -4.505 1.573
C -0.404 -4.187 3.199
C 0.304 -4.202 4.392
C -0.438 -3.987 5.552
C -1.832 -3.954 5.547
C -2.510 -3.901 4.339
C -1.794 -4.007 3.164
I -2.855 -3.816 1.358
H 1.359 -4.297 4.440
H 0.010 -4.009 6.537
H -2.433 -3.966 6.443
H -3.597 -3.871 4.349
O -0.004 -2.859 -2.203
C -0.810 -2.334 -1.550
N -1.744 -1.844 -0.987
*
```

Calculated values
HOMO level (alpha / beta) (eV): -13.64 / -13.66
Calculated total energy (eV): -294086.01138

Here are the Löwdin charges for atoms 1 to 2, given in e: atom 1 (Tc): 0.60, atom 2 (N): -0.05

---

No. 3
The following is a quantum chemistry calculation of a molecular structure, C20H24N2O4Pt, from the OMol25 dataset.

ORCA input file:
```
! RIJCOSX wB97M-V def2-TZVPD def2/J DEFGRID3
* xyz 0 3
Pt -0.207 -0.121 -0.465
C -2.033 -1.023 2.825
C -0.630 -1.372 2.365
C -0.022 -2.511 3.157
O -0.652 -1.696 0.974
C 0.251 -0.043 2.650
O 0.472 0.172 3.828
O 0.560 0.620 1.613
H -2.705 -1.866 2.641
H -2.407 -0.149 2.290
H -2.019 -0.796 3.887
H -0.619 -3.419 3.030
H -0.002 -2.234 4.207
H 0.999 -2.716 2.829
H 0.280 -1.946 0.677
C 2.233 2.611 -2.613
C 1.826 1.536 -1.862
N 0.537 1.356 -1.533
C -0.394 2.311 -1.890
C -0.031 3.440 -2.664
C 1.293 3.575 -3.032
C -1.083 4.378 -2.965
C -2.341 4.201 -2.506
C -2.703 3.067 -1.697
C -3.959 2.831 -1.172
C -4.177 1.668 -0.413
C -3.140 0.790 -0.191
N -1.904 0.994 -0.660
C -1.680 2.127 -1.418
H 3.280 2.722 -2.852
H 2.527 0.804 -1.485
H 1.611 4.434 -3.609
H -0.838 5.249 -3.559
H -3.113 4.924 -2.741
H -4.764 3.534 -1.344
H -5.152 1.449 -0.005
H -3.302 -0.125 0.364
C 1.112 -1.840 -2.719
C 1.793 -2.196 -1.394
C 1.409 -3.633 -1.014
C 3.313 -2.115 -1.555
O 1.412 -1.330 -0.336
H 1.435 -2.528 -3.502
H 1.363 -0.825 -3.030
H 0.025 -1.921 -2.620
H 1.728 -4.337 -1.784
H 0.326 -3.716 -0.894
H 1.889 -3.906 -0.073
H 3.670 -2.907 -2.214
H 3.787 -2.228 -0.579
H 3.616 -1.153 -1.972
*
```

Calculated values
HOMO level (alpha / beta) (eV): -5.76 / -8.72
Calculated total energy (eV): -35545.40581

Here are the Löwdin charges for atoms 1 to 2, given in e: atom 1 (Pt): 1.47, atom 2 (C): -0.01